1.
{"formula": "C7H7ClNO3S", "method": "ωB97M-V/def2-TZVPD", "symbols": ["Cl", "S", "O", "O", "O", "N", "C", "C", "C", "C", "C", "C", "C", "H", "H", "H", "H", "H", "H", "H"], "positions_angstrom": [[-0.85804, -2.45068, 1.55981], [1.49696, 0.98027, -0.64996], [-2.11089, -0.48738, -1.32177], [-0.14946, -1.54842, -1.70482], [1.95945, -1.67461, -0.90987], [1.32676, -1.06344, 1.19815], [0.39807, -1.81203, 0.63378], [-0.86499, -0.38609, -1.19914], [-0.26837, 0.78550, -0.77982], [-0.91136, 1.91391, 1.26030], [-1.03425, 1.93681, -0.26930], [0.67112, -2.18739, -0.81631], [2.16572, -0.68714, 0.10068], [-2.04774, 1.70312, -0.56484], [-0.98470, 2.90365, 1.67081], [0.53770, -3.17508, -1.11125], [-0.80008, 2.97035, -0.68144], [-1.66474, 1.28908, 1.67338], [-0.06602, 1.52449, 1.67304], [3.20486, -0.53492, 0.23856]], "forces_ev_per_angstrom": [[-0.67, -0.29, 0.19], [0.08, -0.75, 0.16], [0.89, -0.40, 0.20], [-1.16, 1.40, 0.16], [1.91, -0.76, -0.28], [-1.43, -1.38, -1.38], [2.35, 1.57, 1.73], [-2.46, 0.26, -1.34], [2.93, -0.84, -0.64], [-2.17, 1.61, -0.91], [0.01, 0.37, 0.71], [-0.14, 2.99, 0.62], [-2.82, 0.31, -1.26], [-0.46, 0.25, 0.06], [-0.42, 0.68, 0.42], [0.73, -2.22, 0.07], [0.18, -1.31, 0.24], [-1.11, -0.41, 0.36], [2.93, -1.09, 0.39], [0.83, 0.01, 0.50]], "gap_ev": 6.2, "charge": -1, "homo_energy_ha": -0.108, "smiles": "CCC1=C([O-])O[C@H]2O[C@H](N=C2Cl)S1", "spin_multiplicity": 1, "de_lowest_kj_mol": 205.4}

***

2.
{"formula": "C21H29ClN2O6RhS2Sb2", "method": "ωB97M-V/def2-TZVPD", "symbols": ["Sb", "Sb", "Rh", "Cl", "S", "S", "O", "O", "O", "O", "O", "O", "N", "N", "C", "C", "C", "C", "C", "C", "C", "C", "C", "C", "C", "C", "C", "C", "C", "C", "C", "C", "C", "C", "C", "H", "H", "H", "H", "H", "H", "H", "H", "H", "H", "H", "H", "H", "H", "H", "H", "H", "H", "H", "H", "H", "H", "H", "H", "H", "H", "H", "H", "H"], "positions_angstrom": [[16.17278, 9.63946, 8.60239], [13.77391, 6.94315, 7.31917], [13.49935, 9.47831, 8.44160], [13.39105, 7.72367, 10.90269], [13.71085, 11.94910, 7.36464], [11.52700, 13.50772, 8.66638], [13.79750, 9.10278, 10.66501], [13.33904, 7.45395, 12.26134], [12.12549, 7.53795, 10.22066], [14.31626, 6.79683, 10.26914], [9.98324, 10.96405, 6.85233], [11.57398, 9.48617, 6.74683], [12.06942, 11.02260, 9.24358], [8.24045, 9.34098, 7.62553], [16.87206, 6.41035, 6.74517], [15.64422, 5.81669, 7.42675], [17.71020, 7.32020, 7.39445], [10.41101, 12.63298, 9.55968], [9.16588, 12.93786, 10.09903], [12.43017, 5.41608, 7.82619], [8.88534, 10.64954, 10.88696], [17.09796, 10.68304, 6.90631], [17.17435, 6.13064, 5.40752], [18.81020, 7.88287, 6.76894], [10.82875, 11.20358, 9.71405], [8.41827, 11.93118, 10.69794], [10.14074, 10.28499, 10.53644], [17.33047, 7.77417, 8.77583], [12.53315, 12.09702, 8.43659], [13.64509, 6.55389, 5.21666], [16.90107, 10.72329, 10.31236], [9.45593, 8.68970, 7.29547], [10.39777, 9.75491, 6.94796], [18.37295, 6.57798, 4.80383], [19.18034, 7.46870, 5.49631], [13.36548, 5.49389, 5.09922], [8.82698, 13.95189, 9.96709], [8.02284, 9.43262, 8.56878], [7.41957, 12.19235, 11.00073], [18.70333, 6.15091, 3.87425], [9.38460, 8.03920, 6.43410], [18.29383, 8.22715, 9.16597], [17.01421, 6.94254, 9.38733], [17.06751, 9.97681, 11.20821], [12.93375, 7.21037, 4.65497], [15.38035, 4.86640, 7.05454], [14.56852, 6.65468, 4.60886], [16.09275, 11.48130, 10.42434], [15.97587, 5.73056, 8.50516], [8.28741, 9.93296, 11.48229], [18.11548, 10.65807, 6.99774], [7.38572, 8.92924, 7.22218], [12.90551, 4.82173, 8.55593], [16.79815, 10.31597, 5.91492], [16.69585, 11.67770, 7.07707], [9.04218, 11.00488, 7.13506], [9.91738, 8.12430, 8.13085], [12.26361, 4.76586, 6.97678], [20.14878, 7.65916, 5.13919], [19.41514, 8.54550, 7.34106], [10.53656, 9.27445, 10.62817], [17.79081, 11.21344, 9.97773], [16.59111, 5.35086, 4.92196], [11.51558, 5.77047, 8.31114]], "forces_ev_per_angstrom": [[0.49, -1.08, -0.23], [1.12, 0.00, -0.86], [-0.57, -0.57, -0.43], [0.36, -2.34, -1.85], [1.20, -0.21, -0.74], [0.32, 0.77, -0.55], [0.62, 0.80, 0.24], [-0.46, 0.21, 1.88], [-0.59, 0.52, 0.12], [0.22, 0.77, 0.00], [-0.44, 1.91, -0.01], [0.24, 0.00, -0.04], [0.32, 0.68, -1.95], [-2.84, -0.32, -1.71], [-0.71, 0.26, -1.33], [1.52, 1.60, 1.91], [-1.08, 0.38, 0.54], [-1.02, -3.05, 0.95], [0.50, 0.36, -0.55], [-0.70, 0.21, 0.14], [-0.43, -1.74, 1.77], [-2.93, -0.47, 0.39], [0.91, -0.79, 0.05], [-0.29, -0.93, -0.45], [2.23, 2.47, 0.54], [-0.44, 1.80, -0.55], [0.16, -0.46, -1.60], [2.25, 1.55, -0.54], [-2.48, -0.78, 2.50], [-0.11, 0.43, -1.58], [-1.06, -1.21, 0.69], [-0.01, -0.47, 1.05], [2.74, -0.92, -0.64], [-0.97, -0.10, 0.98], [-0.84, -0.77, 0.48], [-0.18, 0.44, 0.11], [-0.51, 0.06, 0.26], [0.09, 0.04, 2.07], [-0.20, -0.03, 0.24], [-0.08, 0.07, -0.31], [-0.16, -0.25, -0.13], [-1.08, -0.65, 0.22], [-0.46, 0.45, 0.51], [-0.50, 1.80, -1.80], [0.20, -0.64, 0.74], [-0.15, -1.19, -0.53], [-0.15, 0.14, 0.86], [0.71, -0.57, 0.66], [-1.08, -0.31, -1.10], [0.22, 0.53, -0.55], [2.64, 0.07, 0.25], [0.85, 0.24, -0.02], [0.72, -0.68, 1.04], [-0.09, -0.07, 0.51], [0.20, 0.29, -0.24], [-0.15, -0.45, -0.21], [-0.24, 0.07, -0.43], [-0.29, 0.16, -0.27], [1.02, 0.70, -0.62], [0.56, 0.46, 0.24], [0.05, 0.24, 0.30], [0.72, 0.24, 0.17], [0.00, 0.27, -0.19], [0.10, 0.04, -0.44]], "s_squared": 6.06, "gap_ev": [6.8, 4.5], "charge": 1, "homo_energy_ha": [-0.370, -0.391], "spin_multiplicity": 5, "de_lowest_kj_mol": 131.6}

***

3.
{"formula": "C19H13F3N4O5S2", "method": "ωB97M-V/def2-TZVPD", "symbols": ["S", "S", "F", "F", "F", "O", "O", "O", "O", "O", "N", "N", "N", "N", "C", "C", "C", "C", "C", "C", "C", "C", "C", "C", "C", "C", "C", "C", "C", "C", "C", "C", "C", "H", "H", "H", "H", "H", "H", "H", "H", "H", "H", "H", "H", "H"], "positions_angstrom": [[1.72729, -2.43767, -4.61972], [-1.28995, -0.26652, -0.30295], [-1.77424, 2.88950, 1.54076], [2.92861, 2.72939, 2.65798], [1.22410, 6.27985, -0.08977], [1.84297, -0.24992, 1.48198], [2.87680, -3.21372, -5.11103], [-1.98909, -1.00741, -1.35183], [-1.05989, 1.14935, -0.66696], [1.69858, -1.03333, -5.04091], [-0.20024, 0.39955, 2.15905], [-2.09503, 0.01395, 3.51261], [2.47041, -3.65724, -0.94697], [0.18519, -0.97607, 0.15372], [2.35925, -3.55843, -2.24885], [1.83218, 3.32218, 2.07587], [-0.48636, 3.35245, 1.41079], [2.03790, 4.50047, 1.34553], [-1.50336, -0.04219, 2.31076], [1.80341, -2.77327, -0.19657], [0.32328, 1.53053, 2.95834], [-0.25010, 4.53312, 0.69906], [0.64740, -0.27589, 1.27135], [-2.22695, -0.37975, 1.21715], [0.96846, -1.75185, -0.70478], [1.65816, -2.48715, -2.85747], [-3.39330, -0.29581, 3.65930], [0.99818, 5.11867, 0.65154], [0.94748, -1.62846, -2.07383], [-3.58879, -0.75564, 1.29424], [0.54633, 2.73806, 2.13373], [-4.15178, -0.75059, 2.58400], [0.21533, -3.27059, -5.09731], [-4.16300, -1.02563, 0.40449], [-5.18234, -1.03546, 2.62034], [0.42553, -0.83569, -2.58150], [3.02360, 4.95122, 1.32097], [-3.84875, -0.32418, 4.64188], [1.93991, -2.81961, 0.89008], [-1.05894, 4.98115, 0.19712], [0.35728, -3.63640, -6.11358], [2.92390, -4.22955, -2.91913], [1.27683, 1.19169, 3.43255], [-0.59560, -2.56230, -5.01998], [-0.40072, 1.75591, 3.77893], [0.02004, -4.15674, -4.46096]], "forces_ev_per_angstrom": [[1.57, 1.16, -1.82], [-2.33, 2.15, -3.42], [1.45, 0.35, -0.21], [-1.52, 0.66, -0.43], [-0.41, -1.91, 1.30], [-0.27, 0.10, -0.17], [-1.74, 0.46, 1.14], [1.29, -0.07, 1.63], [0.15, -2.59, 1.35], [-0.61, -1.57, 0.70], [-0.33, -0.82, -0.56], [-0.03, 0.23, 0.62], [-0.31, 0.28, 0.96], [-2.80, 1.45, 0.92], [0.21, 0.98, -1.62], [-0.40, 0.46, -1.00], [0.64, 0.85, 0.59], [0.69, 0.33, 0.08], [-1.36, 1.04, 1.89], [-0.38, 0.42, 0.48], [0.40, -1.16, 1.35], [-0.41, -0.45, 0.04], [3.19, 0.45, 1.26], [-0.81, -1.00, -2.02], [1.36, -1.77, -0.04], [1.13, -2.23, 0.47], [0.85, -0.85, -1.14], [0.50, -0.29, 0.13], [-0.59, 1.29, -0.73], [1.12, 0.16, 0.74], [0.69, 0.25, -0.31], [0.37, 0.38, -1.75], [0.24, -0.69, 0.23], [0.33, 0.06, 0.31], [-0.40, -0.04, 0.58], [-0.29, 0.33, 0.10], [0.00, -0.15, -0.01], [0.38, 0.40, 0.15], [-0.03, -0.21, -0.43], [-0.91, 0.50, -0.58], [0.01, 0.28, -0.07], [-0.35, 0.13, 0.66], [-0.80, 0.40, -0.39], [-0.22, 0.17, -0.03], [0.41, -0.52, -0.78], [0.30, 0.62, -0.17]], "gap_ev": 9.3, "homo_energy_ha": -0.359, "smiles": "CS(=O)(=O)c1cncc(N2C(=O)N(Cc3c(F)cc(F)cc3F)c3ncccc3S2(=O)=O)c1", "spin_multiplicity": 1}